# C35H69BO9

A cluster of 7 separate species, C35H69BO9 in total (ωB97M-V/def2-TZVPD, OMol25).

DFT total energy (eV): -56514.43787
Max |F| (eV/Å): 3.168

Each line ends with the Löwdin charge.
Atoms and positions in Å:
C  2.33  3.30  1.09  -0.02
B  1.50  3.25  -0.31  -0.38
O  2.11  3.07  -1.57  0.08
C  -0.12  3.40  -0.18  -0.01
C  -0.64  4.29  0.72  0.07
C  -2.19  4.40  0.89  -0.30
O  -2.74  5.45  1.13  0.10
C  -2.95  3.04  0.73  -0.06
C  -4.14  2.70  1.51  -0.01
C  -4.75  1.39  1.32  -0.06
C  -4.17  0.43  0.37  -0.06
C  -2.98  0.75  -0.44  0.00
C  -2.39  2.07  -0.23  -0.06
C  -1.11  2.52  -1.02  -0.27
O  -0.93  2.26  -2.19  0.11
H  3.34  2.83  0.95  0.07
H  2.40  4.36  1.48  0.07
H  1.83  2.71  1.91  0.07
H  2.50  2.18  -1.59  0.12
H  0.08  4.89  1.33  0.12
H  -4.54  3.44  2.24  0.12
H  -5.67  1.14  1.91  0.10
H  -4.61  -0.58  0.24  0.10
H  -2.60  -0.01  -1.17  0.11
C  7.45  4.91  0.07  -0.08
C  7.12  3.78  -0.89  -0.28
O  5.75  3.42  -0.90  -0.16
C  4.83  4.43  -1.27  -0.28
C  5.04  4.95  -2.68  -0.07
H  7.11  4.67  1.08  0.08
H  8.53  5.09  0.10  0.08
H  6.97  5.85  -0.23  0.06
H  7.68  2.89  -0.60  0.12
H  7.45  4.03  -1.91  0.11
H  4.85  5.25  -0.55  0.11
H  3.84  3.98  -1.21  0.07
H  5.99  5.47  -2.79  0.06
H  4.24  5.65  -2.95  0.08
H  5.04  4.12  -3.40  0.08
C  -1.23  7.95  4.58  -0.08
C  -0.58  6.59  4.80  -0.28
O  0.65  6.43  4.12  -0.17
C  1.69  7.33  4.48  -0.28
C  2.10  7.25  5.94  -0.08
H  -1.34  8.15  3.51  0.08
H  -2.22  7.98  5.05  0.08
H  -0.63  8.75  5.01  0.07
H  -1.25  5.82  4.41  0.11
H  -0.46  6.38  5.87  0.11
H  1.41  8.36  4.21  0.11
H  2.55  7.07  3.85  0.12
H  1.29  7.56  6.60  0.07
H  2.96  7.89  6.13  0.08
H  2.36  6.22  6.20  0.08
C  -0.16  -0.24  -4.29  -0.08
C  -1.65  -0.42  -4.51  -0.28
O  -1.98  -0.90  -5.81  -0.16
C  -1.47  -2.18  -6.16  -0.28
C  -1.96  -3.30  -5.26  -0.08
H  0.27  0.38  -5.07  0.09
H  0.03  0.22  -3.32  0.05
H  0.37  -1.20  -4.31  0.06
H  -2.14  0.56  -4.42  0.12
H  -2.09  -1.06  -3.74  0.10
H  -0.38  -2.15  -6.20  0.11
H  -1.82  -2.37  -7.18  0.12
H  -1.58  -3.19  -4.24  0.06
H  -1.61  -4.27  -5.64  0.07
H  -3.05  -3.32  -5.21  0.08
C  -2.95  -7.80  -1.24  -0.08
C  -2.61  -6.51  -1.97  -0.28
O  -1.25  -6.14  -1.87  -0.17
C  -0.30  -7.05  -2.39  -0.28
C  -0.47  -7.30  -3.88  -0.08
H  -2.63  -7.73  -0.19  0.08
H  -4.02  -7.98  -1.27  0.08
H  -2.45  -8.66  -1.68  0.07
H  -3.19  -5.69  -1.54  0.11
H  -2.91  -6.57  -3.03  0.11
H  -0.33  -7.99  -1.83  0.11
H  0.68  -6.62  -2.21  0.12
H  -1.42  -7.79  -4.10  0.07
H  0.33  -7.93  -4.26  0.08
H  -0.46  -6.35  -4.43  0.07
C  0.94  -2.35  1.14  -0.07
C  1.27  -1.08  0.39  -0.28
O  2.63  -0.69  0.48  -0.17
C  3.58  -1.61  -0.04  -0.28
C  3.41  -1.90  -1.52  -0.08
H  1.26  -2.28  2.18  0.09
H  -0.14  -2.54  1.11  0.07
H  1.44  -3.22  0.70  0.07
H  0.69  -0.25  0.82  0.12
H  0.96  -1.15  -0.66  0.10
H  3.56  -2.54  0.54  0.11
H  4.56  -1.16  0.12  0.12
H  2.46  -2.41  -1.73  0.06
H  4.22  -2.53  -1.89  0.08
H  3.41  -0.96  -2.09  0.08
C  -5.16  -5.31  4.51  -0.08
C  -4.27  -6.43  3.99  -0.28
O  -4.37  -6.64  2.59  -0.16
C  -4.01  -5.55  1.76  -0.28
C  -2.57  -5.11  1.92  -0.08
H  -6.20  -5.47  4.21  0.08
H  -5.11  -5.25  5.60  0.08
H  -4.85  -4.34  4.11  0.06
H  -4.57  -7.36  4.46  0.12
H  -3.23  -6.26  4.27  0.11
H  -4.70  -4.71  1.92  0.11
H  -4.16  -5.88  0.73  0.10
H  -2.38  -4.70  2.92  0.07
H  -2.32  -4.33  1.20  0.07
H  -1.89  -5.95  1.78  0.08


# C35H70Br4F2N6O20S2

A cluster of 12 separate species, C35H70Br4F2N6O20S2 in total (ωB97M-V/def2-TZVPD, OMol25).

DFT total energy (eV): -394574.80037
2S+1: 2
Charge: -3
Max |F| (eV/Å): 6.604

Each line ends with the Löwdin charge.
Atoms and positions in Å:
C  0.91  2.05  2.05  -0.01
C  0.47  0.61  2.61  -0.38
C  -1.05  0.55  2.88  -0.13
C  -1.90  0.37  1.58  -0.18
C  -1.53  -0.94  0.99  -0.15
C  -0.07  -0.91  0.39  -0.42
N  0.88  -0.47  1.60  -0.06
O  2.21  -0.74  1.52  -0.02
C  0.11  0.00  -0.82  -0.02
C  0.35  -2.25  -0.11  -0.11
C  1.23  0.28  3.97  -0.01
H  0.08  2.51  1.51  0.04
H  1.85  2.00  1.51  0.09
H  1.02  2.75  2.89  0.06
H  -1.27  1.47  3.42  0.10
H  -1.28  -0.28  3.56  0.10
H  -1.89  1.24  0.92  0.09
H  -2.92  0.18  1.92  0.09
H  -2.19  -1.30  0.19  0.10
H  -1.77  -1.73  1.69  0.12
H  -0.28  0.97  -0.52  0.05
H  -0.54  -0.33  -1.63  0.07
H  1.18  0.11  -1.03  0.07
H  0.41  -2.99  0.69  0.03
H  1.38  -2.13  -0.45  0.08
H  -0.31  -2.61  -0.90  0.07
H  2.32  0.32  3.90  0.07
H  0.96  -0.62  4.52  0.06
H  1.11  1.15  4.61  0.05
C  5.51  1.86  2.91  -0.05
C  6.13  2.28  1.79  -0.42
C  6.91  1.30  0.87  -0.41
O  7.77  1.67  -0.01  -0.16
C  6.83  -0.07  1.01  -0.06
C  6.09  -0.61  2.11  -0.36
C  5.53  0.41  3.21  -0.34
O  4.88  -0.14  4.08  -0.02
O  5.95  -1.83  2.37  -0.05
O  6.22  3.58  1.58  -0.20
H  5.06  2.60  3.55  0.07
H  7.45  -0.73  0.42  0.08
N  1.06  -2.90  3.20  -0.25
S  0.47  -3.58  4.41  0.36
O  1.04  -3.48  5.69  -0.27
O  -0.31  -4.78  4.19  -0.36
F  -0.68  -2.46  4.51  -0.23
S  2.60  -3.59  3.29  0.58
O  2.78  -4.99  3.49  -0.29
O  3.55  -2.65  3.85  -0.25
F  2.89  -3.42  1.66  -0.24
C  -5.15  0.82  5.58  0.07
N  -5.25  -0.45  4.73  -0.42
O  -6.32  -1.00  4.58  0.02
O  -4.28  -0.83  4.07  0.07
H  -4.10  1.10  5.67  0.07
H  -5.48  0.58  6.59  0.09
H  -5.84  1.53  5.11  0.09
C  4.57  0.12  -3.37  0.03
N  3.99  -0.44  -2.15  -0.41
O  3.54  0.30  -1.27  0.07
O  3.93  -1.67  -2.08  0.05
H  4.35  1.19  -3.41  0.09
H  4.30  -0.43  -4.27  0.09
H  5.64  -0.02  -3.20  0.11
C  -0.43  3.22  7.70  0.05
N  -1.28  2.09  7.19  -0.44
O  -0.78  1.17  6.65  0.12
O  -2.50  2.08  7.38  -0.01
H  -1.01  3.75  8.45  0.09
H  -0.15  3.80  6.82  0.09
H  0.46  2.86  8.21  0.10
C  3.19  4.47  -1.26  0.09
N  1.69  4.51  -1.52  -0.41
O  1.32  5.26  -2.41  0.02
O  0.92  3.87  -0.80  0.03
H  3.70  5.03  -2.04  0.09
H  3.46  3.41  -1.24  0.10
H  3.25  4.80  -0.22  0.11
Br  -2.71  -5.89  2.21  0.55
C  -1.47  -5.08  0.83  -0.62
C  -0.78  -6.16  -0.03  -0.60
Br  1.02  -5.54  -0.70  0.69
H  -0.62  -4.79  1.46  0.01
H  -1.85  -4.12  0.48  0.05
H  -1.44  -6.46  -0.84  0.04
H  -0.52  -6.95  0.68  0.03
Br  -2.39  4.91  4.32  0.54
C  -1.53  6.38  3.21  -0.64
C  -0.97  5.71  1.96  -0.66
Br  0.26  7.07  1.23  0.62
H  -0.79  6.85  3.86  0.04
H  -2.26  7.15  2.95  0.05
H  -1.60  5.35  1.15  0.05
H  -0.41  4.82  2.22  0.03
C  1.06  -0.39  -6.95  -0.08
C  0.27  -1.17  -5.91  -0.28
O  1.24  -1.94  -5.21  -0.15
C  0.86  -2.71  -4.09  -0.28
C  1.93  -3.73  -3.94  -0.08
H  2.07  -0.20  -6.60  0.07
H  1.31  -0.99  -7.82  0.07
H  0.59  0.59  -7.10  0.07
H  -0.37  -0.51  -5.32  0.10
H  -0.54  -1.68  -6.44  0.10
H  0.84  -2.00  -3.26  0.11
H  -0.11  -3.19  -4.13  0.10
H  1.73  -4.54  -4.65  0.06
H  1.73  -4.41  -3.11  0.00
H  2.90  -3.25  -3.95  0.08
C  -5.52  3.04  -2.94  -0.07
C  -4.00  2.80  -2.79  -0.28
O  -3.50  3.41  -1.62  -0.18
C  -2.21  3.91  -1.54  -0.25
C  -2.08  5.41  -2.08  -0.05
H  -5.74  4.11  -2.93  0.07
H  -5.96  2.70  -3.88  0.06
H  -5.89  2.50  -2.08  0.07
H  -3.78  1.74  -2.67  0.11
H  -3.39  3.04  -3.66  0.11
H  -2.07  3.80  -0.46  0.10
H  -1.51  3.23  -2.02  0.11
H  -2.56  6.19  -1.49  0.06
H  -2.34  5.57  -3.12  0.06
H  -1.02  5.66  -2.09  0.03
C  -3.25  -2.03  -3.54  -0.06
C  -3.62  -3.46  -4.00  -0.22
O  -2.36  -3.99  -4.54  -0.19
C  -2.48  -5.00  -5.53  -0.29
C  -1.11  -5.27  -6.17  -0.06
H  -4.15  -1.49  -3.23  0.07
H  -2.46  -2.12  -2.79  0.07
H  -2.80  -1.45  -4.34  0.06
H  -3.79  -4.07  -3.11  0.11
H  -4.48  -3.55  -4.66  0.11
H  -2.79  -5.90  -5.01  0.11
H  -3.23  -4.89  -6.31  0.11
H  -0.30  -5.28  -5.44  0.06
H  -0.90  -4.43  -6.83  0.07
H  -1.13  -6.16  -6.81  0.07


# C35H70FIN3O14S5

A cluster of 11 separate species, C35H70FIN3O14S5 in total (ωB97M-V/def2-TZVPD, OMol25).

DFT total energy (eV): -135535.07270
Charge: +1
Max |F| (eV/Å): 14.280

Each line ends with the Löwdin charge.
Atoms and positions in Å:
C  2.16  -5.70  -1.78  -0.01
C  3.19  -4.63  -2.20  -0.41
O  4.26  -4.52  -1.65  0.16
N  2.73  -3.68  -3.28  0.01
H  2.47  -4.41  -3.94  0.15
H  1.85  -3.14  -3.04  0.07
C  3.87  -2.90  -3.87  -0.01
H  2.24  -6.36  -2.65  0.09
H  1.13  -5.34  -1.97  0.05
H  2.39  -6.34  -0.83  0.14
H  4.49  -2.21  -3.10  0.16
H  3.56  -2.32  -4.92  0.17
H  4.41  -3.83  -4.05  0.08
C  -1.37  -0.28  -0.42  0.01
C  -0.50  -0.99  0.51  -0.28
O  -0.38  -0.64  1.72  0.06
N  0.39  -2.20  0.00  -0.07
H  -0.07  -3.07  0.32  -0.14
H  0.38  -2.18  -1.19  0.09
C  1.74  -2.27  0.48  -0.10
H  -0.98  0.73  -0.58  0.09
H  -2.33  -0.30  0.02  0.09
H  -1.34  -0.87  -1.22  0.02
H  2.41  -1.45  0.37  0.04
H  2.30  -3.23  0.16  0.10
H  1.39  -2.61  1.64  0.15
C  -0.25  -2.39  -6.07  0.02
C  -1.31  -2.74  -5.08  -0.39
O  -2.44  -2.48  -5.23  0.21
N  -0.82  -3.63  -3.91  0.01
H  -0.06  -4.16  -4.31  0.15
H  -0.20  -2.92  -3.40  0.08
C  -1.86  -4.10  -3.01  0.02
H  -0.81  -1.83  -6.89  0.13
H  0.31  -3.05  -6.74  0.10
H  0.55  -1.85  -5.63  0.06
H  -1.44  -4.54  -2.16  0.02
H  -2.54  -4.74  -3.81  0.18
H  -2.28  -3.15  -2.69  0.11
I  -0.59  -5.27  1.07  -0.26
O  0.85  -2.05  -2.51  -0.31
H  1.08  -1.18  -2.98  0.04
F  1.32  -2.54  7.31  0.07
C  2.31  -3.04  6.57  -0.26
C  2.52  -2.56  5.23  0.01
C  3.62  -3.00  4.46  -0.06
C  4.47  -4.07  4.90  -0.11
C  4.26  -4.58  6.16  -0.11
C  3.17  -4.08  6.94  -0.03
H  1.95  -1.87  4.87  0.03
H  3.74  -2.57  3.46  0.09
H  5.40  -4.48  4.37  0.12
H  4.89  -5.35  6.69  0.12
H  3.10  -4.56  7.96  0.12
C  5.28  2.27  0.33  -0.12
C  4.53  1.86  1.55  -0.29
C  5.27  0.82  2.27  -0.21
S  5.68  -0.35  0.98  0.66
O  4.59  -1.30  0.76  -0.33
O  6.97  -0.81  1.30  -0.29
C  5.63  0.83  -0.32  -0.15
H  6.08  2.80  0.74  0.09
H  4.74  2.82  -0.52  0.12
H  3.44  1.52  1.28  0.15
H  4.28  2.56  2.14  0.04
H  4.52  0.52  3.04  0.14
H  6.24  1.11  2.70  0.12
H  4.93  0.54  -0.79  -0.04
H  6.71  0.89  -0.56  0.13
C  -0.44  4.48  4.00  -0.21
C  0.80  4.89  3.18  -0.26
C  0.59  4.32  1.88  -0.28
S  0.02  2.68  2.28  0.62
O  1.08  1.78  2.18  -0.30
O  -1.16  2.49  1.41  -0.34
C  -0.50  2.99  3.92  -0.25
H  -1.26  4.68  3.53  0.05
H  -0.39  4.69  5.15  0.17
H  1.75  4.47  3.63  0.14
H  0.70  5.97  3.12  0.13
H  1.59  4.06  1.20  0.17
H  -0.13  4.99  1.35  0.13
H  0.27  2.44  4.67  0.17
H  -1.52  2.61  4.16  0.11
C  -7.17  2.26  -3.51  -0.15
C  -7.19  2.27  -1.98  -0.29
C  -6.49  1.22  -1.50  -0.29
S  -5.22  0.70  -2.56  0.70
O  -5.50  -0.67  -3.08  -0.33
O  -3.96  0.93  -1.97  -0.30
C  -5.71  1.86  -3.82  -0.20
H  -7.17  3.30  -3.95  0.13
H  -7.96  1.56  -4.01  0.16
H  -8.16  2.45  -1.69  0.10
H  -7.14  3.32  -1.70  0.14
H  -7.07  0.34  -1.57  0.12
H  -6.27  1.30  -0.46  0.11
H  -5.58  1.42  -4.84  0.14
H  -5.24  2.61  -3.73  -0.01
C  1.92  2.60  -1.65  -0.13
C  1.91  3.48  -2.94  -0.26
C  0.75  3.08  -3.63  -0.27
S  0.55  1.32  -3.47  0.65
O  1.10  0.81  -4.66  -0.29
O  -0.77  1.00  -3.01  -0.29
C  1.63  1.16  -2.08  -0.20
H  0.93  2.79  -1.07  0.15
H  2.86  2.87  -1.23  0.08
H  2.83  3.31  -3.45  0.12
H  1.92  4.48  -2.67  0.10
H  0.57  3.54  -4.64  0.14
H  -0.05  3.70  -3.00  0.17
H  2.34  0.67  -2.32  -0.01
H  1.21  0.71  -1.24  0.09
C  -4.35  1.21  3.94  -0.19
C  -4.42  1.45  2.44  -0.23
C  -5.58  2.29  2.30  -0.28
S  -5.55  3.48  3.58  0.67
O  -6.75  3.75  4.25  -0.29
O  -4.68  4.67  3.31  -0.34
C  -4.61  2.50  4.68  -0.24
H  -3.50  0.70  4.35  0.12
H  -5.25  0.66  4.08  0.11
H  -4.51  0.69  1.74  0.10
H  -3.50  1.96  2.09  0.12
H  -6.41  1.84  2.18  0.04
H  -5.51  2.99  1.24  0.20
H  -5.08  2.29  5.73  0.16
H  -3.74  3.07  4.85  0.06


# C35H70N2O9S2

A cluster of 7 separate species, C35H70N2O9S2 in total (ωB97M-V/def2-TZVPD, OMol25).

DFT total energy (eV): -80503.12105
Max |F| (eV/Å): 4.483

Each line ends with the Löwdin charge.
Atoms and positions in Å:
C  -3.91  2.90  0.08  -0.14
C  -3.99  1.54  0.96  -0.24
C  -4.09  0.32  -0.11  -0.17
C  -3.24  -0.97  0.31  -0.22
N  -2.10  -1.30  -0.62  -0.20
C  -2.57  -1.67  -1.98  -0.25
C  -1.45  -2.23  -2.97  -0.17
C  -0.68  -1.08  -3.82  -0.15
C  -1.34  -0.82  -5.26  -0.17
O  -0.41  -0.88  -6.37  -0.05
C  0.71  -0.02  -6.18  -0.43
O  1.81  -0.57  -5.90  0.06
N  0.67  1.43  -6.23  0.06
C  0.93  2.03  -4.87  -0.15
C  2.49  2.20  -4.53  -0.20
O  3.23  2.79  -5.63  -0.18
C  3.91  4.00  -5.24  -0.26
C  2.92  5.19  -4.80  -0.10
C  -1.45  -2.46  0.06  -1.02
S  -2.09  -4.02  -0.10  0.60
S  0.08  -2.33  1.07  0.84
C  1.01  -0.79  0.62  -0.46
C  0.55  0.52  1.43  -0.27
C  1.81  1.25  2.15  -0.13
H  -3.50  3.72  0.76  0.06
H  -3.21  2.73  -0.81  0.07
H  -4.97  3.14  -0.31  0.08
H  -4.91  1.58  1.63  0.08
H  -3.06  1.47  1.62  0.10
H  -5.20  0.00  -0.09  0.11
H  -3.89  0.73  -1.15  0.09
H  -3.92  -1.88  0.53  0.11
H  -2.75  -0.72  1.32  0.12
H  -2.97  -0.70  -2.46  0.12
H  -3.51  -2.35  -1.91  0.10
H  -0.67  -2.90  -2.49  0.09
H  -2.00  -2.87  -3.75  0.10
H  0.41  -1.43  -3.87  0.13
H  -0.80  -0.11  -3.22  0.10
H  -2.14  -1.62  -5.47  0.12
H  -1.92  0.18  -5.26  0.13
H  -0.26  1.77  -6.50  0.12
H  0.42  3.05  -4.80  0.13
H  0.48  1.37  -4.06  0.10
H  2.94  1.16  -4.32  0.13
H  2.60  2.79  -3.54  0.12
H  4.49  4.36  -6.16  0.12
H  4.70  3.79  -4.43  0.12
H  2.31  5.54  -5.71  0.08
H  3.57  6.04  -4.38  0.08
H  2.23  4.86  -3.95  0.06
H  2.11  -0.98  0.90  0.05
H  0.98  -0.59  -0.51  0.09
H  0.11  1.29  0.70  0.11
H  -0.26  0.30  2.21  0.09
H  2.69  0.54  2.31  0.06
H  1.52  1.72  3.14  0.06
H  2.18  2.09  1.46  0.08
C  6.56  -0.13  0.39  -0.02
C  5.20  -0.54  0.87  -0.49
O  4.21  0.13  0.62  0.03
C  5.10  -1.81  1.67  -0.02
H  6.48  0.81  -0.18  0.08
H  7.22  0.04  1.24  0.09
H  6.98  -0.90  -0.27  0.09
H  5.69  -1.72  2.58  0.09
H  5.44  -2.65  1.07  0.08
H  4.06  -1.98  1.95  0.07
C  -5.24  4.49  5.25  -0.02
C  -5.50  3.65  4.03  -0.49
O  -4.68  3.56  3.14  0.06
C  -6.82  2.93  3.95  -0.02
H  -4.25  4.94  5.17  0.08
H  -5.99  5.28  5.33  0.09
H  -5.26  3.86  6.14  0.09
H  -7.64  3.66  3.97  0.09
H  -6.92  2.23  4.78  0.09
H  -6.87  2.37  3.01  0.08
C  2.51  -5.04  -1.07  -0.02
C  2.84  -5.37  0.37  -0.50
O  3.56  -4.64  1.03  0.05
C  2.26  -6.63  0.95  -0.02
H  3.00  -4.11  -1.35  0.08
H  2.87  -5.84  -1.72  0.09
H  1.43  -4.92  -1.17  0.08
H  2.60  -7.49  0.38  0.09
H  1.17  -6.57  0.93  0.09
H  2.58  -6.73  1.98  0.08
C  -5.51  -3.08  -6.36  -0.02
C  -5.19  -3.43  -4.93  -0.49
O  -4.47  -2.72  -4.25  0.05
C  -5.80  -4.68  -4.36  -0.02
H  -5.00  -2.16  -6.63  0.08
H  -5.16  -3.88  -7.02  0.09
H  -6.59  -2.94  -6.47  0.09
H  -5.47  -5.55  -4.94  0.09
H  -6.89  -4.61  -4.39  0.09
H  -5.49  -4.80  -3.32  0.08
C  4.94  2.17  5.85  -0.02
C  3.94  2.93  5.02  -0.49
O  2.79  3.07  5.39  0.04
C  4.42  3.51  3.72  -0.02
H  4.46  1.81  6.76  0.07
H  5.31  1.31  5.28  0.09
H  5.77  2.82  6.13  0.09
H  4.77  2.71  3.06  0.08
H  5.23  4.23  3.90  0.08
H  3.59  4.04  3.23  0.08
C  0.99  0.71  6.47  -0.02
C  1.73  -0.44  7.10  -0.49
O  2.93  -0.37  7.32  0.06
C  0.94  -1.66  7.46  -0.03
H  1.69  1.53  6.27  0.05
H  0.54  0.39  5.53  0.08
H  0.21  1.07  7.15  0.09
H  0.49  -2.09  6.56  0.08
H  0.16  -1.41  8.18  0.08
H  1.60  -2.41  7.91  0.08